Record 1
{
  "formula": "C4H8N2O",
  "method": "wB97M-V/def2-TZVPD",
  "species": ["C", "C", "O", "C", "N", "C", "N", "H", "H", "H", "H", "H", "H", "H", "H"],
  "coordinates": [[1.94, -0.42, 0.47], [1.09, -0.77, -0.71], [0.11, -1.54, -0.64], [-0.97, -0.37, 0.28], [-1.01, -0.55, 1.52], [-1.03, 0.61, -0.67], [-1.73, 1.78, -0.40], [1.33, -0.30, 1.38], [2.58, 0.46, 0.31], [2.59, -1.29, 0.62], [1.45, -0.50, -1.72], [-1.20, -1.52, 1.76], [-0.74, 0.47, -1.71], [-2.43, 2.06, -1.07], [-2.02, 1.85, 0.57]],
  "lowdin_charge": [-0.0496, -0.2833, -0.0487, -0.3040, 0.1073, -0.1906, 0.0535, 0.0707, 0.0818, 0.0908, 0.1250, 0.0690, 0.1093, 0.0833, 0.0854],
  "mol_weight_g_mol": 100.12,
  "e_above_lowest_ev": 4.3355,
  "homo_energy_ev": [-7.4, -7.4],
  "lumo_energy_ev": [0.753, 0.752],
  "spin_multiplicity": 1,
  "charge": 0
}

Record 2
{
  "formula": "C4H8N2O",
  "method": "wB97M-V/def2-TZVPD",
  "species": ["N", "C", "C", "N", "C", "C", "O", "H", "H", "H", "H", "H", "H", "H", "H"],
  "coordinates": [[-0.60, -1.20, 2.64], [-0.16, -0.62, 1.74], [0.64, 0.07, 0.71], [1.98, -0.49, 0.95], [0.17, -0.20, -0.73], [-1.29, 0.10, -1.08], [-1.54, 1.49, -1.01], [0.56, 1.16, 0.89], [2.68, -0.22, 0.27], [2.30, -0.19, 1.87], [0.37, -1.25, -0.97], [0.78, 0.42, -1.40], [-1.98, -0.46, -0.42], [-1.46, -0.27, -2.11], [-2.43, 1.65, -1.34]],
  "lowdin_charge": [0.1528, -0.1918, -0.3858, 0.0344, -0.1485, -0.2732, -0.0666, 0.1441, 0.0764, 0.0823, 0.1248, 0.1222, 0.1186, 0.1185, 0.0919],
  "smiles": "N#C[C@@H](N)CCO",
  "mol_weight_g_mol": 100.12,
  "e_above_lowest_ev": 1.7213,
  "homo_energy_ev": -10.1,
  "lumo_energy_ev": 0.752,
  "spin_multiplicity": 1,
  "charge": 0
}

Record 3
{
  "formula": "C4H8N2O",
  "method": "wB97M-V/def2-TZVPD",
  "species": ["H", "N", "C", "N", "C", "C", "C", "O", "H", "H", "H", "H", "H", "H", "H"],
  "coordinates": [[-0.03, 0.80, 1.94], [-0.20, -0.09, 1.46], [-0.16, 0.05, 0.19], [0.12, 1.15, -0.56], [0.75, 2.33, -0.02], [-0.44, -1.18, -0.67], [-0.59, -2.49, 0.04], [-0.49, -1.06, -1.88], [0.10, 0.99, -1.56], [1.31, 2.82, -0.81], [1.46, 2.05, 0.77], [0.03, 3.04, 0.40], [-1.40, -2.44, 0.77], [-0.78, -3.28, -0.69], [0.32, -2.70, 0.61]],
  "lowdin_charge": [0.0414, 0.1467, -0.4074, -0.0160, -0.0896, -0.3665, -0.0242, 0.0817, 0.1222, 0.0848, 0.0843, 0.0835, 0.0857, 0.0840, 0.0894],
  "smiles": "[H]/N=C(\\NC)C(C)=O",
  "mol_weight_g_mol": 100.12,
  "e_above_lowest_ev": 1.0696,
  "homo_energy_ev": -9.3,
  "lumo_energy_ev": 0.635,
  "spin_multiplicity": 1,
  "charge": 0
}

Record 4
{
  "formula": "C4H8N2O",
  "method": "wB97M-V/def2-TZVPD",
  "species": ["C", "N", "C", "O", "N", "C", "C", "H", "H", "H", "H", "H", "H", "H", "H"],
  "coordinates": [[0.14, -2.03, -1.49], [0.11, -1.07, -0.67], [1.27, -0.24, -0.52], [2.42, -0.58, -0.76], [0.91, 0.96, 0.00], [-0.48, 1.32, 0.30], [-1.06, 0.51, 1.46], [0.99, -2.27, -2.14], [-0.75, -2.66, -1.55], [1.66, 1.60, 0.21], [-0.49, 2.39, 0.53], [-1.08, 1.17, -0.60], [-0.86, -0.55, 1.30], [-0.64, 0.82, 2.42], [-2.15, 0.64, 1.50]],
  "lowdin_charge": [0.0180, 0.0510, -0.5562, 0.0545, 0.0612, -0.2495, -0.1001, 0.0885, 0.0782, 0.1428, 0.1125, 0.1059, 0.0509, 0.0703, 0.0721],
  "smiles": "C=NC(=O)NCC",
  "mol_weight_g_mol": 100.12,
  "e_above_lowest_ev": 1.2500,
  "homo_energy_ev": -9.6,
  "lumo_energy_ev": 0.564,
  "spin_multiplicity": 1,
  "charge": 0
}

Record 5
{
  "formula": "C4H8N2O",
  "method": "wB97M-V/def2-TZVPD",
  "species": ["C", "C", "C", "N", "C", "O", "N", "H", "H", "H", "H", "H", "H", "H", "H"],
  "coordinates": [[-1.15, -1.12, -0.09], [-0.39, 0.21, -0.17], [-0.64, 0.98, -1.30], [-0.45, 0.84, 1.46], [1.05, 0.08, 0.25], [1.13, 0.28, 1.51], [2.08, -0.07, -0.56], [-2.22, -0.91, -0.08], [-0.95, -1.75, -0.97], [-0.89, -1.69, 0.81], [-0.04, 1.85, -1.56], [-1.44, 0.74, -1.99], [-0.87, 0.19, 2.15], [1.87, -0.13, -1.55], [3.02, 0.01, -0.21]],
  "lowdin_charge": [-0.0554, -0.5324, -0.0726, 0.1662, -0.4017, 0.0472, 0.2409, 0.0867, 0.0832, 0.0757, 0.0205, 0.0192, 0.0575, 0.1317, 0.1333],
  "mol_weight_g_mol": 100.12,
  "e_above_lowest_ev": 6.1749,
  "homo_energy_ev": -6.6,
  "lumo_energy_ev": 0.558,
  "spin_multiplicity": 1,
  "charge": 0
}

Record 6
{
  "formula": "C4H8N2O",
  "method": "wB97M-V/def2-TZVPD",
  "species": ["C", "C", "O", "C", "N", "C", "N", "H", "H", "H", "H", "H", "H", "H", "H"],
  "coordinates": [[-0.91, -0.46, -1.19], [-0.47, -0.25, 0.25], [0.11, -1.48, 0.65], [-1.63, 0.02, 1.14], [-2.52, 0.18, 1.86], [0.57, 0.90, 0.38], [1.88, 0.33, 0.11], [-1.28, -1.49, -1.27], [-0.05, -0.36, -1.86], [-1.69, 0.23, -1.49], [0.87, -1.25, 1.20], [0.55, 1.34, 1.39], [0.27, 1.69, -0.30], [2.52, 1.01, -0.29], [1.78, -0.41, -0.58]],
  "lowdin_charge": [-0.0147, -0.5648, -0.0135, -0.1421, 0.1663, -0.2063, 0.0029, 0.0969, 0.0878, 0.0935, 0.0966, 0.1216, 0.1207, 0.0802, 0.0748],
  "smiles": "C[C@](O)(C#N)CN",
  "mol_weight_g_mol": 100.12,
  "e_above_lowest_ev": 1.6353,
  "homo_energy_ev": -10.3,
  "lumo_energy_ev": 0.705,
  "spin_multiplicity": 1,
  "charge": 0
}